[1]
The following is a DFT calculation (ωB97M-V with the def2-TZVPD basis set) of a structure of composition C33H41BaN9O3S.

Relative energy (zero: lowest compared OMol25 entry of this formula, charge and spin)   21.87 kJ/mol
Charge   +2
Highest occupied orbital energy   -0.481 hartree
HOMO-LUMO gap   8.4 eV
Spin multiplicity   1

Element x y z (Å)
Ba -0.578 -0.692 0.426
S 0.719 -3.267 -0.901
O -0.178 2.109 0.484
O -2.330 1.099 0.046
O 1.471 0.511 1.536
N -3.384 2.880 -0.945
N 0.457 0.834 -2.214
N 3.725 1.800 -1.113
N 3.066 2.030 2.164
N 2.173 -5.293 -0.037
N 0.951 -4.305 1.551
N -2.159 -1.825 2.543
N -1.778 -0.829 -2.172
N -0.131 -3.523 1.893
C -1.869 -2.896 3.271
C -1.160 3.088 0.103
C -3.059 -2.097 -3.702
C -4.597 2.089 -1.262
C 2.737 -0.333 -1.431
C 1.916 1.670 1.561
C 4.978 -0.175 -0.602
C -1.619 0.133 -3.155
C -4.084 -3.126 4.077
C 2.683 1.024 -1.522
C -0.682 2.358 -3.675
C -2.583 -2.938 -1.347
C -4.422 -1.909 3.473
C -2.297 0.003 -4.385
C -0.588 -3.641 3.085
C 1.499 1.691 -2.107
C 3.935 -0.946 -1.045
C 4.842 1.195 -0.695
C -0.566 1.150 -2.982
C 0.968 2.753 0.920
C -3.414 -1.349 2.694
C 0.341 3.283 -3.501
C -2.457 -1.898 -2.471
C -2.807 -3.523 4.089
C 3.926 0.997 2.740
C -0.011 -4.530 4.153
C 1.301 -4.359 0.220
C 1.481 2.931 -2.755
C -3.018 -1.122 -4.643
C 3.433 3.411 2.515
C -3.507 4.313 -1.367
C -2.385 2.253 -0.346
C 5.993 2.091 -0.321
H -0.808 3.795 -0.707
H 4.382 3.590 2.009
H 6.882 1.438 -0.191
H -4.868 -3.733 4.636
H 0.692 3.601 1.637
H -4.356 1.038 -1.477
H 1.495 3.213 0.053
H 1.392 -4.905 2.227
H 4.606 1.470 3.434
H -2.254 -2.524 -0.405
H 6.232 2.899 -1.026
H -3.436 -1.242 -5.613
H 5.914 -0.583 -0.298
H 2.364 3.515 -2.639
H -3.174 4.992 -0.613
H 3.935 -2.003 -0.996
H 0.367 4.258 -3.974
H -2.191 0.715 -5.174
H -3.627 -3.022 -3.806
H 5.750 2.480 0.668
H 1.886 -0.876 -1.778
H 2.468 -6.000 0.653
H 2.702 4.060 2.041
H -3.622 -0.491 2.069
H -1.554 2.432 -4.347
H -1.979 -3.801 -1.526
H 2.730 -5.361 -0.875
H 4.576 0.521 1.960
H 1.079 -4.263 4.287
H -0.541 -4.452 5.079
H -0.076 -5.555 3.763
H -2.537 -4.408 4.587
H -2.986 4.484 -2.268
H 3.576 3.528 3.582
H -4.970 2.535 -2.212
H -3.610 -3.260 -1.230
H -5.461 -1.579 3.386
H -5.356 2.082 -0.478
H 3.395 0.226 3.264
H -1.413 3.634 1.007
H -4.537 4.434 -1.552

[2]
The following is a DFT calculation (ωB97M-V with the def2-TZVPD basis set) of a structure of composition C33H41Br2F6N2O6S2SiW.

Charge   +1
Highest occupied orbital energy (alpha / beta)   -0.414 / -0.416 hartree
HOMO-LUMO gap (alpha / beta)   7.4 / 7.6 eV
⟨S²⟩   2.028
Spin multiplicity   3

Element x y z (Å)
W -0.169 -0.928 -1.163
Br -0.924 0.243 0.989
Br 3.314 -0.768 1.312
S -1.430 0.282 -3.553
S -3.420 -0.972 -2.347
Si -0.674 2.605 1.682
F -0.011 1.793 -5.063
F -2.509 -3.185 -3.431
F -4.507 -3.322 -2.612
F -4.174 -2.284 -4.485
F -1.893 1.171 -5.942
F -1.866 2.700 -4.404
O -2.285 -1.311 -1.446
O -0.704 -0.898 -3.957
O 2.285 -0.133 -3.133
O 1.615 -0.168 -1.017
O -4.645 -0.660 -1.712
O -0.839 0.862 -2.321
N 0.055 -2.703 -0.481
N -2.978 0.108 -3.409
C -3.671 -2.564 -3.297
C 0.844 -3.534 1.675
C 0.087 -5.062 -1.219
C -1.509 -3.105 1.353
C -1.296 1.595 -4.848
C -0.209 -3.121 0.871
C 0.591 -3.910 2.985
C 4.569 -1.569 -2.617
C 2.086 3.064 1.090
C -2.745 4.410 2.223
C 0.814 -5.560 -3.467
C -0.706 -3.881 3.483
C 3.778 -1.104 -1.561
C 0.672 3.470 0.652
C -0.222 2.242 3.502
C -2.677 3.541 -0.124
C 5.731 -2.279 -2.394
C 0.338 -5.976 -2.231
C 5.374 -2.075 -0.028
C 1.063 -4.214 -3.693
C 0.848 -3.300 -2.676
C 0.338 -3.714 -1.447
C -1.414 1.680 4.290
C 0.590 3.193 -0.855
C 0.511 4.988 0.881
C -2.474 3.165 1.352
C 4.205 -1.363 -0.255
C 0.936 1.242 3.663
C 0.194 3.575 4.158
C 6.132 -2.535 -1.091
C -3.552 2.118 1.683
C -1.754 -3.483 2.666
C 2.526 -0.412 -1.985
H 2.315 3.354 2.114
H -2.769 4.170 3.286
H 1.342 3.813 -1.352
H -3.728 4.807 1.959
H 1.123 -2.261 -2.870
H -0.899 -4.176 4.505
H -1.079 1.464 5.309
H 5.691 -2.258 0.989
H -3.496 1.735 2.698
H 0.369 3.395 5.222
H 6.322 -2.628 -3.229
H 1.849 -3.552 1.275
H 2.253 1.992 0.979
H 0.831 2.157 -1.079
H -0.577 4.344 4.083
H -1.793 0.746 3.869
H 1.349 5.492 0.393
H -2.767 -3.472 3.047
H 1.447 -3.876 -4.645
H 0.149 -7.026 -2.052
H -2.020 5.210 2.069
H -2.321 -2.802 0.703
H 1.118 3.975 3.742
H -0.374 3.429 -1.296
H -4.528 2.599 1.569
H 0.534 5.270 1.935
H -3.731 3.792 -0.273
H -0.312 -5.390 -0.269
H -2.093 4.409 -0.424
H 1.150 1.143 4.731
H 4.236 -1.355 -3.622
H 7.040 -3.090 -0.896
H -0.404 5.382 0.439
H -2.440 2.712 -0.795
H 1.853 1.561 3.175
H 0.676 0.249 3.293
H 1.002 -6.284 -4.248
H 2.803 3.576 0.442
H 1.409 -4.228 3.618
H -2.238 2.388 4.367
H -3.531 1.275 0.993

[3]
The following is a DFT calculation (ωB97M-V with the def2-TZVPD basis set) of a structure of composition C33H41Cl2IrN2O2Te.

Relative energy (zero: lowest compared OMol25 entry of this formula, charge and spin)   331.83 kJ/mol
Charge   +1
Highest occupied orbital energy (alpha / beta)   -0.376 / -0.371 hartree
HOMO-LUMO gap (alpha / beta)   6.0 / 6.0 eV
⟨S²⟩   0.899
Spin multiplicity   2

Element x y z (Å)
Ir -0.051 0.373 -0.379
Te 0.171 -2.778 -0.972
Cl -3.371 -3.028 -1.889
Cl -6.627 0.484 -4.287
O -1.511 -0.731 -1.682
O -1.002 1.927 -1.886
N 2.270 0.188 -2.488
N 1.649 1.016 -1.637
C 3.603 0.067 2.669
C 2.846 -5.270 -3.410
C 0.027 -0.394 1.767
C 2.635 -0.726 1.778
C -0.428 3.388 1.762
C 1.975 -4.279 -2.982
C -4.852 -1.138 -3.066
C -1.563 3.733 0.785
C -5.106 0.154 -3.539
C -0.890 0.704 1.868
C 2.330 -2.081 2.425
C -2.641 -0.439 -2.261
C -2.371 0.411 2.187
C -3.658 -1.427 -2.455
C 2.114 -5.129 -0.735
C 2.835 2.206 -3.114
C -0.751 3.810 3.207
C 1.360 0.074 1.626
C 1.254 1.483 1.534
C 3.369 -6.177 -2.498
C -0.088 1.907 1.702
C 0.782 4.242 1.346
C -4.164 1.131 -3.398
C -3.172 0.306 0.876
C -2.488 -0.946 2.906
C 3.003 0.863 -3.385
C 1.967 2.247 -2.021
C -2.025 1.928 -2.563
C 1.603 -4.202 -1.643
C 3.305 -0.965 0.417
C -3.058 1.435 3.096
C 3.006 -6.101 -1.161
C -2.943 0.855 -2.759
H 1.562 3.102 -1.509
H -2.822 -0.552 0.301
H 0.490 5.291 1.356
H 3.258 -2.626 2.592
H 2.640 -1.541 -0.230
H -1.846 -0.989 3.788
H -1.602 3.290 3.627
H 3.151 0.294 3.637
H 3.541 -0.018 -0.070
H 3.410 -6.805 -0.445
H -2.242 -1.782 2.250
H -3.069 1.207 0.270
H 2.097 2.147 1.437
H 1.811 -5.090 0.304
H 1.577 -3.568 -3.697
H -5.610 -1.901 -3.176
H -3.518 -1.084 3.232
H 4.061 -6.941 -2.829
H 1.826 -1.961 3.386
H -2.502 3.250 1.039
H -4.075 1.096 3.294
H -4.349 2.133 -3.763
H -1.284 3.419 -0.222
H 3.273 3.042 -3.629
H 3.580 0.360 -4.141
H 4.229 -1.531 0.548
H -0.233 -1.414 1.988
H -2.305 2.866 -3.070
H 1.613 4.134 2.044
H 1.692 -2.685 1.775
H 4.509 -0.514 2.839
H -0.964 4.879 3.224
H -4.232 0.154 1.092
H 3.117 -5.335 -4.455
H -2.545 1.514 4.055
H -3.138 2.417 2.642
H 0.111 3.623 3.851
H 2.153 -0.811 -2.392
H 3.900 1.003 2.195
H 1.124 3.998 0.340
H -1.730 4.810 0.778

Please write out number 3 again, unchanged.
The following is a DFT calculation (ωB97M-V with the def2-TZVPD basis set) of a structure of composition C33H41Cl2IrN2O2Te.

Relative energy (zero: lowest compared OMol25 entry of this formula, charge and spin)   331.83 kJ/mol
Charge   +1
Highest occupied orbital energy (alpha / beta)   -0.376 / -0.371 hartree
HOMO-LUMO gap (alpha / beta)   6.0 / 6.0 eV
⟨S²⟩   0.899
Spin multiplicity   2

Element x y z (Å)
Ir -0.051 0.373 -0.379
Te 0.171 -2.778 -0.972
Cl -3.371 -3.028 -1.889
Cl -6.627 0.484 -4.287
O -1.511 -0.731 -1.682
O -1.002 1.927 -1.886
N 2.270 0.188 -2.488
N 1.649 1.016 -1.637
C 3.603 0.067 2.669
C 2.846 -5.270 -3.410
C 0.027 -0.394 1.767
C 2.635 -0.726 1.778
C -0.428 3.388 1.762
C 1.975 -4.279 -2.982
C -4.852 -1.138 -3.066
C -1.563 3.733 0.785
C -5.106 0.154 -3.539
C -0.890 0.704 1.868
C 2.330 -2.081 2.425
C -2.641 -0.439 -2.261
C -2.371 0.411 2.187
C -3.658 -1.427 -2.455
C 2.114 -5.129 -0.735
C 2.835 2.206 -3.114
C -0.751 3.810 3.207
C 1.360 0.074 1.626
C 1.254 1.483 1.534
C 3.369 -6.177 -2.498
C -0.088 1.907 1.702
C 0.782 4.242 1.346
C -4.164 1.131 -3.398
C -3.172 0.306 0.876
C -2.488 -0.946 2.906
C 3.003 0.863 -3.385
C 1.967 2.247 -2.021
C -2.025 1.928 -2.563
C 1.603 -4.202 -1.643
C 3.305 -0.965 0.417
C -3.058 1.435 3.096
C 3.006 -6.101 -1.161
C -2.943 0.855 -2.759
H 1.562 3.102 -1.509
H -2.822 -0.552 0.301
H 0.490 5.291 1.356
H 3.258 -2.626 2.592
H 2.640 -1.541 -0.230
H -1.846 -0.989 3.788
H -1.602 3.290 3.627
H 3.151 0.294 3.637
H 3.541 -0.018 -0.070
H 3.410 -6.805 -0.445
H -2.242 -1.782 2.250
H -3.069 1.207 0.270
H 2.097 2.147 1.437
H 1.811 -5.090 0.304
H 1.577 -3.568 -3.697
H -5.610 -1.901 -3.176
H -3.518 -1.084 3.232
H 4.061 -6.941 -2.829
H 1.826 -1.961 3.386
H -2.502 3.250 1.039
H -4.075 1.096 3.294
H -4.349 2.133 -3.763
H -1.284 3.419 -0.222
H 3.273 3.042 -3.629
H 3.580 0.360 -4.141
H 4.229 -1.531 0.548
H -0.233 -1.414 1.988
H -2.305 2.866 -3.070
H 1.613 4.134 2.044
H 1.692 -2.685 1.775
H 4.509 -0.514 2.839
H -0.964 4.879 3.224
H -4.232 0.154 1.092
H 3.117 -5.335 -4.455
H -2.545 1.514 4.055
H -3.138 2.417 2.642
H 0.111 3.623 3.851
H 2.153 -0.811 -2.392
H 3.900 1.003 2.195
H 1.124 3.998 0.340
H -1.730 4.810 0.778